# 1
This record from the OMol25 dataset describes a cluster of 13 separate species, C73H184N14O25 in total at a distorted geometry. The level of theory is ωB97M-V/def2-TZVPD.

Output
HOMO = -0.2969 Eh
LUMO = 0.5774 eV
Energy above the lowest of the compared OMol25 structures with the same formula, charge and spin = 0.00 kJ/mol
Kohn-Sham gap = 8.7 eV

Atoms and positions in Å:
C 0.423 -1.063 0.195
O 0.382 -2.199 0.696
N -0.332 -0.715 -0.953
N 1.091 -0.023 0.728
H -0.163 0.126 -1.479
H -0.619 -1.501 -1.527
H 1.163 0.852 0.227
H 1.685 -0.169 1.532
C -1.060 -6.916 2.207
O 0.297 -6.516 2.377
C 0.414 -5.254 3.028
C 0.163 -5.377 4.542
N 1.056 -6.325 5.243
C 2.437 -5.829 5.344
C 3.167 -6.692 6.335
O 2.661 -6.830 7.643
C 2.168 -5.545 8.181
H -0.955 -8.023 2.161
H -1.483 -6.502 1.227
H -1.773 -6.615 2.984
H -0.322 -4.530 2.645
H 1.416 -4.959 2.829
H -0.870 -5.674 4.684
H 0.381 -4.381 4.849
H 1.028 -7.185 4.689
H 2.371 -4.752 5.578
H 2.968 -5.813 4.369
H 4.179 -6.336 6.349
H 3.107 -7.776 6.075
H 1.187 -5.347 7.682
H 2.877 -4.761 7.906
H 2.107 -5.694 9.250
C 0.311 7.741 -5.148
O -0.608 6.651 -5.042
C -1.079 6.416 -3.761
C -2.191 5.406 -3.823
N -1.701 4.051 -3.934
C -2.678 3.012 -3.879
C -3.723 2.942 -4.957
O -3.134 2.780 -6.208
C -4.064 2.315 -7.154
H -0.245 8.677 -5.081
H 0.707 7.673 -6.149
H 1.165 7.664 -4.461
H -1.503 7.351 -3.409
H -0.253 6.074 -3.076
H -2.876 5.715 -4.633
H -2.838 5.305 -2.954
H -1.156 3.925 -4.768
H -3.239 3.225 -2.921
H -2.245 2.006 -3.782
H -4.247 3.926 -5.021
H -4.465 2.196 -4.717
H -4.808 3.140 -7.123
H -4.619 1.378 -6.954
H -3.482 2.362 -8.073
C 3.086 4.023 1.662
O 2.065 4.735 0.938
C 2.342 6.096 0.820
C 1.174 6.821 0.092
N 0.003 6.789 0.936
C -1.176 7.459 0.391
C -2.388 7.366 1.368
O -2.679 6.074 1.625
C -3.734 5.973 2.591
H 3.537 4.735 2.358
H 3.810 3.616 0.934
H 2.652 3.200 2.218
H 3.236 6.284 0.192
H 2.535 6.572 1.827
H 0.978 6.370 -0.886
H 1.491 7.859 -0.082
H -0.063 6.077 1.648
H -1.483 7.090 -0.617
H -0.848 8.505 0.324
H -3.168 8.002 0.910
H -2.104 7.817 2.331
H -4.651 6.362 2.184
H -3.484 6.575 3.497
H -3.846 4.922 2.854
C -9.913 -0.523 1.274
O -8.929 0.514 1.449
C -9.479 1.772 1.011
C -8.582 2.922 1.411
N -7.263 2.853 0.870
C -6.401 4.035 0.960
C -5.037 3.658 0.481
O -4.566 2.579 1.319
C -3.287 1.985 1.019
H -10.008 -0.714 0.197
H -10.942 -0.150 1.565
H -9.594 -1.329 1.912
H -10.488 2.012 1.451
H -9.581 1.756 -0.067
H -8.509 3.030 2.515
H -9.088 3.858 1.130
H -6.749 2.026 1.197
H -6.294 4.283 2.030
H -6.829 4.877 0.406
H -4.300 4.516 0.570
H -5.012 3.342 -0.616
H -2.546 2.686 1.411
H -3.240 1.934 -0.099
H -3.220 1.006 1.584
C 2.989 -2.563 2.612
O 3.362 -1.199 2.583
C 3.775 -0.724 3.814
C 4.205 0.699 3.677
N 4.796 1.217 4.832
C 4.900 2.645 5.066
C 5.437 3.047 6.357
O 6.798 2.613 6.422
C 7.491 3.188 7.474
H 2.045 -2.747 3.085
H 3.830 -3.214 2.938
H 2.710 -2.822 1.586
H 4.561 -1.388 4.222
H 2.945 -0.665 4.521
H 3.273 1.293 3.450
H 4.808 0.899 2.756
H 5.613 0.661 5.168
H 3.872 3.049 4.969
H 5.471 3.204 4.271
H 4.843 2.553 7.145
H 5.424 4.133 6.462
H 8.066 4.046 7.118
H 8.189 2.400 7.791
H 6.800 3.472 8.318
C -6.379 -0.140 4.107
O -5.606 0.557 5.088
C -4.525 -0.255 5.546
C -3.454 0.475 6.312
N -2.463 1.266 5.458
C -3.086 2.226 4.503
C -1.866 2.913 3.968
O -0.968 2.036 3.425
C 0.128 2.660 2.815
H -6.752 -1.166 4.362
H -5.734 -0.154 3.244
H -7.169 0.545 3.872
H -4.060 -0.734 4.705
H -4.953 -1.056 6.177
H -2.885 -0.225 6.970
H -3.915 1.259 6.936
H -1.820 0.662 5.002
H -3.639 2.927 5.080
H -3.630 1.692 3.716
H -1.324 3.554 4.722
H -2.255 3.576 3.184
H 0.780 1.835 2.438
H 0.690 3.405 3.445
H -0.249 3.233 1.973
C 1.440 -1.707 6.671
O 0.556 -2.030 5.605
C -0.056 -0.883 5.075
C -0.791 -1.257 3.845
N -1.884 -2.155 4.259
C -2.640 -2.766 3.146
C -3.894 -3.417 3.666
O -3.541 -4.463 4.584
C -4.634 -5.225 5.081
H 1.972 -0.783 6.464
H 2.035 -2.587 6.836
H 0.905 -1.592 7.608
H 0.731 -0.150 4.831
H -0.708 -0.486 5.880
H -0.144 -1.724 3.065
H -1.195 -0.384 3.370
H -1.670 -2.813 4.983
H -2.034 -3.519 2.630
H -2.887 -1.979 2.446
H -4.330 -3.883 2.779
H -4.673 -2.775 4.143
H -5.169 -4.805 5.962
H -4.272 -6.175 5.489
H -5.325 -5.427 4.225
C 9.304 -7.934 -4.349
O 8.504 -8.243 -3.245
C 8.542 -7.290 -2.265
C 7.278 -7.262 -1.471
N 6.220 -6.498 -2.149
C 4.895 -6.369 -1.472
C 4.196 -5.105 -2.015
O 2.818 -5.118 -1.786
C 2.481 -4.616 -0.443
H 9.196 -8.803 -5.029
H 10.325 -7.857 -4.047
H 8.980 -7.044 -4.840
H 8.647 -6.256 -2.625
H 9.381 -7.491 -1.610
H 7.577 -6.689 -0.567
H 7.027 -8.294 -1.196
H 6.118 -6.834 -3.084
H 5.033 -6.418 -0.395
H 4.211 -7.168 -1.794
H 4.271 -5.134 -3.101
H 4.605 -4.143 -1.644
H 2.915 -5.227 0.371
H 1.378 -4.568 -0.318
H 2.809 -3.602 -0.518
C 5.281 2.409 -6.464
O 4.553 3.291 -5.608
C 3.235 3.276 -6.039
C 2.391 4.283 -5.229
N 2.506 4.070 -3.771
C 1.625 3.096 -3.160
C 1.584 3.323 -1.654
O 0.853 2.367 -0.880
C -0.581 2.473 -1.015
H 5.079 2.773 -7.528
H 4.853 1.392 -6.368
H 6.355 2.490 -6.318
H 2.788 2.279 -5.941
H 3.175 3.520 -7.106
H 1.294 4.312 -5.405
H 2.814 5.298 -5.416
H 3.480 4.003 -3.450
H 1.877 2.042 -3.463
H 0.578 3.242 -3.472
H 1.108 4.308 -1.497
H 2.602 3.346 -1.202
H -0.965 2.040 -1.962
H -0.804 3.561 -1.068
H -1.003 1.946 -0.150
C -6.899 -2.218 1.621
O -5.527 -1.898 1.322
C -5.150 -2.513 0.108
C -3.864 -1.871 -0.343
N -3.191 -2.766 -1.313
C -2.458 -3.907 -0.667
C -1.757 -4.748 -1.753
O -0.850 -3.836 -2.494
C -0.109 -4.590 -3.487
H -7.503 -2.080 0.739
H -7.246 -1.617 2.432
H -7.036 -3.324 1.865
H -5.957 -2.411 -0.668
H -5.064 -3.605 0.279
H -3.203 -1.681 0.523
H -4.075 -0.936 -0.871
H -2.445 -2.230 -1.745
H -3.154 -4.597 -0.226
H -1.678 -3.621 0.086
H -2.513 -5.238 -2.451
H -1.165 -5.605 -1.349
H 0.462 -3.824 -3.916
H -0.862 -4.994 -4.242
H 0.479 -5.373 -2.964
C -4.171 -0.956 -4.467
O -2.875 -0.384 -4.267
C -1.848 -1.187 -4.854
C -0.657 -0.320 -5.075
N -0.831 0.608 -6.156
C 0.140 1.695 -6.273
C -0.008 2.433 -7.581
O 0.727 1.703 -8.538
C 0.555 2.088 -9.868
H -4.145 -2.006 -4.105
H -4.411 -0.949 -5.525
H -4.855 -0.406 -3.790
H -2.119 -1.402 -5.890
H -1.674 -2.187 -4.346
H 0.114 -1.072 -5.330
H -0.370 0.238 -4.188
H -1.761 0.972 -6.223
H 1.113 1.243 -6.191
H 0.000 2.441 -5.448
H 0.347 3.478 -7.596
H -1.069 2.503 -7.867
H 0.622 3.184 -9.921
H -0.475 1.785 -10.224
H 1.314 1.657 -10.533
C 7.184 0.951 -0.865
O 5.859 0.803 -1.357
C 5.188 -0.240 -0.740
C 3.863 -0.479 -1.417
N 4.001 -0.946 -2.770
C 2.742 -1.442 -3.336
C 2.920 -1.788 -4.818
O 3.029 -0.613 -5.590
C 2.959 -0.879 -6.983
H 7.264 1.564 0.026
H 7.728 1.439 -1.669
H 7.562 -0.038 -0.661
H 5.037 0.025 0.318
H 5.812 -1.155 -0.734
H 3.381 0.536 -1.441
H 3.193 -1.194 -0.889
H 4.325 -0.223 -3.406
H 1.826 -0.781 -3.348
H 2.391 -2.408 -2.840
H 2.172 -2.509 -5.116
H 3.889 -2.311 -4.960
H 3.291 0.007 -7.452
H 1.980 -1.225 -7.226
H 3.649 -1.709 -7.197

Mulliken atomic charge list, values in e, 6 entries: number 1, C, carries -0.10; number 2, O, carries -0.01; number 3, N, carries 1.53; number 4, N, carries 2.42; number 5, H, carries -0.96; number 6, H, carries -0.53


# 2
This record from the OMol25 dataset describes a structure of composition C25H32BEuN8 at a distorted geometry. The level of theory is ωB97M-V/def2-TZVPD.

Output
HOMO (alpha / beta) = -0.6428 / -0.6428 Eh
LUMO (alpha / beta) = -10.8923 / -11.7422 eV
2S+1 = 8
Kohn-Sham gap (alpha / beta) = 6.6 / 5.8 eV
Net charge = +3

Atoms and positions in Å:
Eu -0.938 0.608 0.637
C -3.951 2.806 -0.575
C -3.213 2.221 0.594
C -2.213 2.957 1.255
C -1.675 2.530 2.486
C -0.783 3.447 3.272
C -2.113 1.303 3.019
C -3.110 0.537 2.382
C -3.726 -0.638 3.086
C -3.616 0.989 1.149
H -3.554 2.459 -1.533
H -3.896 3.893 -0.563
H -5.001 2.518 -0.546
H -2.005 3.967 0.924
H -1.137 4.475 3.190
H 0.245 3.440 2.899
H -0.769 3.178 4.326
H -1.831 1.042 4.032
H -3.135 -1.550 2.965
H -4.730 -0.832 2.714
H -3.791 -0.445 4.156
H -4.478 0.488 0.725
C -0.330 3.562 -1.713
C 0.552 2.379 -1.930
C 1.604 2.238 -2.828
C 2.098 0.974 -2.599
N 1.379 0.381 -1.629
N 0.417 1.254 -1.200
B 1.593 -1.033 -1.016
N 0.277 -1.860 -1.086
C 0.100 -3.088 -1.604
C -1.216 -3.463 -1.455
C -1.824 -2.391 -0.811
C -3.249 -2.234 -0.398
N -0.915 -1.424 -0.577
N 2.005 -0.874 0.476
C 3.121 -1.251 1.128
C 3.018 -0.901 2.456
C 1.775 -0.296 2.576
C 1.137 0.254 3.806
N 1.157 -0.267 1.379
N 2.592 -1.756 -1.963
C 2.312 -1.959 -3.343
C 3.353 -2.609 -3.902
C 4.270 -2.796 -2.826
C 5.571 -3.434 -2.813
N 3.740 -2.248 -1.662
H -0.067 4.357 -2.406
H -0.205 3.954 -0.703
H -1.377 3.309 -1.889
H 1.960 2.960 -3.543
H 2.936 0.493 -3.076
H 0.906 -3.653 -2.044
H -1.673 -4.385 -1.773
H -3.831 -3.093 -0.721
H -3.689 -1.347 -0.857
H -3.334 -2.173 0.689
H 3.919 -1.745 0.616
H 3.743 -1.070 3.234
H 1.778 0.082 4.667
H 0.184 -0.242 4.002
H 0.986 1.331 3.725
H 1.387 -1.610 -3.774
H 3.477 -2.923 -4.925
H 5.857 -3.816 -3.787
H 5.593 -4.239 -2.063
H 6.333 -2.738 -2.433

Mulliken atomic charge list, values in e, 6 entries: number 1, Eu, carries 1.48; number 2, C, carries -1.58; number 3, C, carries 0.56; number 4, C, carries -0.63; number 5, C, carries 0.53; number 6, C, carries -1.69


# 3
This record from the OMol25 dataset describes a structure of composition C29H20INPPdS2. The level of theory is ωB97M-V/def2-TZVPD.

Output
HOMO (alpha / beta) = -0.3598 / -0.4058 Eh
LUMO (alpha / beta) = -2.5903 / -5.9512 eV
2S+1 = 3
Kohn-Sham gap (alpha / beta) = 7.2 / 5.1 eV
Net charge = +1

Atoms and positions in Å:
Pd -1.056 0.972 -0.052
I -1.558 -1.334 1.350
C -0.796 -2.967 0.178
C -1.582 -4.078 0.316
C -1.189 -5.309 -0.227
C 0.009 -5.397 -0.867
C 0.826 -4.257 -1.044
C 2.059 -4.417 -1.715
C 2.880 -3.355 -1.944
C 2.468 -2.079 -1.538
C 1.282 -1.866 -0.869
P 0.952 -0.106 -0.506
C 1.825 0.839 -1.785
C 1.133 1.052 -2.978
C 1.712 1.798 -3.991
C 2.972 2.352 -3.806
C 3.656 2.155 -2.616
C 3.088 1.395 -1.603
C 1.855 0.174 1.054
C 1.914 1.478 1.556
C 2.569 1.742 2.747
C 3.158 0.705 3.459
C 3.092 -0.591 2.974
C 2.451 -0.858 1.772
C 0.424 -2.970 -0.556
H -2.511 -4.015 0.866
H -1.826 -6.175 -0.105
H 0.363 -6.344 -1.255
H 2.333 -5.411 -2.045
H 3.827 -3.481 -2.450
H 3.098 -1.233 -1.774
H 0.143 0.628 -3.100
H 1.179 1.955 -4.919
H 3.420 2.947 -4.591
H 4.637 2.590 -2.474
H 3.617 1.238 -0.670
H 1.462 2.287 1.000
H 2.617 2.756 3.122
H 3.676 0.910 4.387
H 3.544 -1.402 3.531
H 2.408 -1.873 1.399
S -0.893 3.409 -0.677
C -2.400 3.386 0.094
N -2.903 2.232 0.496
C -4.095 2.385 1.124
C -4.883 1.350 1.649
C -6.070 1.675 2.255
C -6.490 3.014 2.353
C -5.738 4.046 1.833
C -4.536 3.730 1.210
S -3.383 4.784 0.463
H -4.548 0.325 1.562
H -6.701 0.895 2.659
H -7.424 3.242 2.850
H -6.066 5.075 1.902

Mulliken atomic charge list, values in e, 6 entries: number 1, Pd, carries -0.35; number 2, I, carries 0.07; number 3, C, carries -0.41; number 4, C, carries -0.66; number 5, C, carries -0.77; number 6, C, carries -0.85


# 4
This record from the OMol25 dataset describes a structure of composition C10H15B at a distorted geometry. The level of theory is ωB97M-V/def2-TZVPD.

Output
HOMO (alpha / beta) = -0.2591 / -0.2589 Eh
LUMO (alpha / beta) = 0.2641 / 0.2579 eV
Energy above the lowest of the compared OMol25 structures with the same formula, charge and spin = 278.71 kJ/mol
Kohn-Sham gap (alpha / beta) = 7.3 / 7.3 eV

Atoms and positions in Å:
B 1.115 0.230 1.632
C -2.207 0.466 -0.381
C 1.929 -1.439 -0.034
C -2.022 -1.041 -0.015
C 0.502 -1.812 -0.430
C -1.566 1.111 0.793
C 1.984 0.055 0.366
C -0.504 -1.147 0.521
C -0.184 0.365 0.702
C 0.915 0.913 -0.263
C 1.180 2.323 -0.619
H -1.713 0.678 -1.266
H -3.219 0.672 -0.605
H 2.298 -2.035 0.762
H 2.480 -1.526 -0.922
H -2.623 -1.543 0.678
H -2.054 -1.689 -0.806
H 0.219 -1.614 -1.516
H 0.450 -2.883 -0.362
H -1.248 2.200 0.615
H -2.029 0.998 1.716
H 3.006 0.361 0.220
H -0.584 -1.634 1.539
H 2.194 2.372 -1.204
H 1.249 2.999 0.199
H 0.433 2.622 -1.316

Mulliken atomic charge list, values in e, 6 entries: number 1, B, carries -0.29; number 2, C, carries -0.61; number 3, C, carries -1.03; number 4, C, carries -1.30; number 5, C, carries -0.86; number 6, C, carries -0.80